1.
ORCA calculation (ωB97M-V/def2-TZVPD) on 9 unconnected molecules or ions with the total composition C47H110N6O9.

Element x y z (Å)
1 C -2.76 2.44 -0.57
2 C -4.15 3.04 -0.80
3 C -4.80 2.50 -2.06
4 C -5.33 1.06 -1.82
5 C -6.28 1.06 -0.64
6 C -5.68 1.62 0.67
7 N -5.03 2.91 0.35
8 O -4.55 3.64 1.45
9 C -6.83 1.90 1.63
10 C -4.75 0.57 1.29
11 C -3.94 4.55 -1.17
12 H -2.22 2.94 0.23
13 H -2.21 2.46 -1.52
14 H -2.78 1.37 -0.40
15 H -5.56 3.15 -2.48
16 H -3.97 2.39 -2.77
17 H -4.50 0.38 -1.61
18 H -5.89 0.74 -2.70
19 H -6.66 0.06 -0.39
20 H -7.16 1.67 -0.83
21 H -7.30 0.97 1.95
22 H -6.53 2.42 2.55
23 H -7.63 2.56 1.27
24 H -4.44 0.99 2.26
25 H -5.27 -0.35 1.54
26 H -3.83 0.27 0.78
27 H -3.54 4.71 -2.17
28 H -3.29 5.04 -0.45
29 H -4.95 4.95 -1.06
30 H -5.31 4.15 1.75
31 C -1.21 -5.93 0.61
32 C -0.99 -5.27 -0.80
33 C -1.38 -6.28 -1.86
34 C -2.87 -6.45 -2.03
35 C -3.63 -5.15 -2.22
36 C -3.21 -4.07 -1.21
37 N -1.75 -4.02 -0.95
38 O -1.41 -2.96 -0.10
39 C -3.69 -2.77 -1.83
40 C -4.02 -4.34 0.09
41 C 0.49 -4.90 -0.91
42 H -2.07 -6.60 0.57
43 H -1.34 -5.30 1.49
44 H -0.25 -6.43 0.78
45 H -0.92 -5.99 -2.81
46 H -1.06 -7.29 -1.59
47 H -3.27 -6.99 -1.16
48 H -3.04 -7.13 -2.87
49 H -4.70 -5.35 -2.23
50 H -3.36 -4.81 -3.22
51 H -4.77 -2.75 -1.99
52 H -3.65 -1.94 -1.10
53 H -3.18 -2.45 -2.73
54 H -3.69 -3.73 0.93
55 H -5.06 -4.08 -0.10
56 H -3.98 -5.39 0.40
57 H 0.71 -4.35 -1.83
58 H 1.12 -5.80 -0.88
59 H 0.82 -4.33 -0.04
60 H -1.76 -3.26 0.77
61 C 5.33 3.34 1.48
62 C 4.92 3.82 0.11
63 C 5.47 2.77 -0.84
64 C 4.79 2.67 -2.21
65 C 3.27 2.53 -2.05
66 C 2.66 3.64 -1.18
67 N 3.46 3.82 0.06
68 O 2.90 4.80 0.91
69 C 2.59 4.96 -1.96
70 C 1.27 3.16 -0.78
71 C 5.52 5.19 -0.27
72 H 6.41 3.48 1.58
73 H 5.04 2.32 1.71
74 H 4.93 3.92 2.32
75 H 6.52 2.96 -1.09
76 H 5.28 1.78 -0.41
77 H 5.20 1.83 -2.78
78 H 4.90 3.55 -2.85
79 H 3.02 1.57 -1.60
80 H 2.83 2.65 -3.05
81 H 3.55 5.25 -2.39
82 H 1.86 5.03 -2.76
83 H 2.34 5.75 -1.24
84 H 0.72 3.98 -0.31
85 H 0.71 2.87 -1.67
86 H 1.25 2.31 -0.09
87 H 4.99 6.02 0.20
88 H 5.38 5.34 -1.34
89 H 6.59 5.31 -0.06
90 H 2.34 4.29 1.51
91 C 4.11 -3.78 -0.31
92 C 4.65 -2.48 0.32
93 C 3.52 -1.48 0.16
94 C 3.75 -0.22 1.01
95 C 4.04 -0.58 2.48
96 C 5.08 -1.73 2.68
97 N 4.83 -2.79 1.73
98 O 5.55 -3.97 2.01
99 C 6.51 -1.13 2.56
100 C 4.83 -2.23 4.10
101 C 5.83 -2.02 -0.52
102 H 3.29 -4.23 0.26
103 H 4.84 -4.60 -0.37
104 H 3.80 -3.75 -1.36
105 H 3.48 -1.15 -0.88
106 H 2.55 -1.92 0.41
107 H 2.97 0.53 0.86
108 H 4.68 0.23 0.66
109 H 3.10 -0.84 2.98
110 H 4.42 0.33 2.96
111 H 7.22 -1.85 2.15
112 H 6.48 -0.23 1.95
113 H 6.97 -0.85 3.51
114 H 5.58 -2.98 4.39
115 H 4.91 -1.39 4.78
116 H 3.87 -2.73 4.22
117 H 6.68 -2.70 -0.37
118 H 6.17 -1.00 -0.31
119 H 5.66 -2.10 -1.59
120 H 4.83 -4.56 2.26
121 C -0.54 -0.07 0.44
122 O -0.46 -0.07 1.86
123 H 0.32 -0.61 0.04
124 H -1.45 -0.47 -0.02
125 H -0.34 0.94 0.06
126 H -0.79 0.77 2.21
127 C -2.67 -2.02 3.32
128 O -2.38 -3.41 3.11
129 H -2.82 -1.53 2.35
130 H -3.56 -1.87 3.93
131 H -1.80 -1.48 3.71
132 H -3.17 -3.87 3.40
133 C 1.09 -2.98 2.87
134 O 0.22 -3.99 3.39
135 H 0.58 -2.35 2.15
136 H 1.40 -2.34 3.70
137 H 1.95 -3.49 2.43
138 H -0.71 -3.74 3.16
139 C -0.84 4.96 2.43
140 C -0.53 3.46 2.42
141 C 0.58 3.09 3.44
142 O 1.59 4.07 3.54
143 C 2.73 3.62 4.27
144 N -1.71 2.69 2.79
145 H -1.51 5.20 1.60
146 H 0.06 5.57 2.34
147 H -1.34 5.21 3.37
148 H -0.23 3.12 1.43
149 H 1.05 2.21 2.98
150 H 0.13 2.80 4.39
151 H 3.08 2.68 3.84
152 H 2.51 3.56 5.34
153 H 3.49 4.39 4.14
154 H -1.91 2.87 3.77
155 H -2.56 2.96 2.29
156 C -2.21 0.23 -6.77
157 C -3.05 -0.15 -5.56
158 C -2.15 -0.15 -4.33
159 O -1.38 -1.34 -4.34
160 C -0.42 -1.39 -3.33
161 N -4.06 0.92 -5.41
162 H -1.67 1.18 -6.66
163 H -2.77 0.36 -7.70
164 H -1.41 -0.47 -7.01
165 H -3.58 -1.08 -5.73
166 H -2.71 -0.05 -3.39
167 H -1.47 0.72 -4.35
168 H 0.20 -0.48 -3.31
169 H 0.24 -2.25 -3.43
170 H -0.88 -1.33 -2.33
171 H -3.61 1.82 -5.47
172 H -4.49 0.81 -4.50

Properties
Spin multiplicity: 1
Structure (SMILES): CC1(C)CCCC(C)(C)N1O.CC1(C)CCCC(C)(C)N1O.CC1(C)CCCC(C)(C)N1O.CC1(C)CCCC(C)(C)N1O.COC[C@H](C)N.COC[C@H](C)N.CO.CO.CO
E (Eh): -2862.20031
Orbital gap (eV): 8.458
E_LUMO (eV): 0.363
Relative energy (zero: lowest compared OMol25 entry of this formula, charge and spin) (kcal per mole): 0.00
Highest occupied orbital energy (Ha): -0.29748

Results of the Mulliken charge analysis, in e, for atoms 1 through 4: -1.24 2.21 -1.56 0.57

---

2.
ORCA calculation (ωB97M-V/def2-TZVPD) on a single C6H8 molecule.

Element x y z (Å)
1 C -1.40 -1.06 -0.06
2 C -0.45 -0.18 -0.32
3 C 2.06 -0.45 0.52
4 C 2.14 0.26 -0.77
5 C 0.98 -0.65 -0.48
6 C -0.66 1.33 -0.47
7 H -2.38 -0.71 -0.07
8 H 2.63 -1.41 0.67
9 H 2.08 0.29 1.45
10 H -1.16 -2.06 0.02
11 H 1.11 -1.61 -0.93
12 H -1.54 1.67 -0.02
13 H -0.79 1.66 -1.53
14 H 0.16 1.84 -0.08

Properties
Spin multiplicity: 1
E (Eh): -233.21193
Orbital gap (eV): 8.276
E_LUMO (eV): -0.459
Relative energy (zero: lowest compared OMol25 entry of this formula, charge and spin) (kcal per mole): 109.86
Highest occupied orbital energy (Ha): -0.32100

Results of the natural (NBO) charge analysis, in e, for atoms 1 through 4: -0.40 0.05 -0.61 0.22

---

3.
ORCA calculation (ωB97M-V/def2-TZVPD) on a single C19H21N5OS2 molecule.

Element x y z (Å)
1 C 4.73 -0.18 -0.47
2 H 4.75 0.62 -1.21
3 H 4.77 0.27 0.52
4 H 5.60 -0.81 -0.61
5 C 3.46 -1.01 -0.64
6 N 2.27 -0.23 -0.44
7 C 1.75 0.67 -1.33
8 N 0.64 1.18 -0.86
9 N 0.40 0.61 0.32
10 C 1.37 -0.23 0.59
11 C 1.43 -1.06 1.78
12 C 0.27 -1.71 2.18
13 C 0.28 -2.51 3.31
14 C 1.45 -2.67 4.04
15 C 2.60 -2.02 3.65
16 C 2.60 -1.21 2.52
17 H 3.50 -0.68 2.24
18 H 3.51 -2.13 4.22
19 H 1.46 -3.30 4.92
20 H -0.62 -3.02 3.62
21 H -0.62 -1.59 1.60
22 S 2.48 1.02 -2.87
23 C 0.96 1.37 -3.82
24 C 0.33 0.03 -4.14
25 O 0.78 -0.70 -4.99
26 N -0.72 -0.38 -3.38
27 C -1.46 0.22 -2.38
28 N -1.95 -0.45 -1.40
29 C -2.69 0.34 -0.57
30 C -2.80 1.64 -0.95
31 S -1.95 1.91 -2.43
32 C -3.55 2.69 -0.21
33 C -3.83 2.19 1.21
34 C -4.38 0.77 1.18
35 C -3.30 -0.20 0.68
36 H -2.52 -0.30 1.43
37 H -3.72 -1.19 0.49
38 H -5.25 0.73 0.52
39 H -4.70 0.47 2.18
40 H -2.90 2.20 1.78
41 H -4.54 2.86 1.70
42 H -4.49 2.90 -0.73
43 H -2.97 3.61 -0.18
44 H -0.96 -1.36 -3.52
45 H 1.30 1.85 -4.74
46 H 0.35 2.04 -3.22
47 H 3.44 -1.84 0.07
48 H 3.43 -1.42 -1.66

Properties
Spin multiplicity: 1
Structure (SMILES): CCn1c(SCC(=O)Nc2nc3c(s2)CCCC3)nnc1-c1ccccc1
E (Eh): -1882.05191
Orbital gap (eV): 8.579
E_LUMO (eV): 0.621
Highest occupied orbital energy (Ha): -0.29242

Results of the natural (NBO) charge analysis, in e, for atoms 1 through 4: -0.61 0.22 0.21 0.22

---

4.
ORCA calculation (ωB97M-V/def2-TZVPD) on 9 unconnected molecules or ions with the total composition C54H94.

Element x y z (Å)
1 C -6.33 -1.18 -3.40
2 C -4.98 -0.83 -3.33
3 C -4.01 -1.69 -3.83
4 C -4.41 -2.86 -4.48
5 C -5.75 -3.19 -4.56
6 C -6.72 -2.35 -4.03
7 H -7.05 -0.49 -2.97
8 H -4.72 0.04 -2.74
9 H -2.98 -1.39 -3.70
10 H -3.63 -3.57 -4.75
11 H -5.89 -4.21 -4.90
12 H -7.75 -2.68 -3.95
13 C -0.61 -5.43 -3.68
14 C 0.52 -5.21 -2.87
15 C 1.30 -4.08 -3.08
16 C 0.91 -3.15 -4.04
17 C -0.17 -3.38 -4.88
18 C -0.93 -4.53 -4.68
19 H -1.17 -6.34 -3.50
20 H 0.79 -5.94 -2.12
21 H 2.12 -3.85 -2.42
22 H 1.58 -2.31 -4.19
23 H -0.37 -2.75 -5.73
24 H -1.72 -4.79 -5.38
25 C 5.85 -2.23 -4.31
26 C 6.35 -3.52 -4.20
27 C 5.92 -4.33 -3.16
28 C 5.03 -3.84 -2.22
29 C 4.64 -2.51 -2.25
30 C 5.00 -1.71 -3.34
31 H 6.21 -1.59 -5.10
32 H 7.01 -3.88 -4.97
33 H 6.32 -5.34 -3.06
34 H 4.78 -4.40 -1.33
35 H 4.04 -2.09 -1.45
36 H 4.73 -0.66 -3.37
37 C -1.45 0.02 -1.12
38 C -1.20 0.52 0.16
39 C 0.06 0.44 0.71
40 C 1.07 -0.23 0.05
41 C 0.80 -0.81 -1.18
42 C -0.42 -0.60 -1.80
43 H -2.41 0.13 -1.61
44 H -1.98 1.09 0.65
45 H 0.24 0.97 1.64
46 H 2.04 -0.36 0.52
47 H 1.58 -1.37 -1.69
48 H -0.53 -0.94 -2.82
49 C 2.35 2.43 -5.06
50 C 0.92 2.08 -4.61
51 C 0.37 0.85 -5.30
52 C -1.14 0.67 -5.06
53 C -2.01 1.38 -6.08
54 C -3.50 1.12 -5.80
55 H 2.70 3.37 -4.67
56 H 2.37 2.55 -6.16
57 H 3.02 1.58 -4.91
58 H 0.96 1.94 -3.53
59 H 0.27 2.93 -4.83
60 H 0.91 -0.04 -4.95
61 H 0.57 0.88 -6.37
62 H -1.32 -0.41 -5.12
63 H -1.36 0.98 -4.04
64 H -1.85 2.46 -6.11
65 H -1.82 1.03 -7.10
66 H -4.11 1.49 -6.63
67 H -3.70 0.06 -5.68
68 H -3.83 1.65 -4.90
69 C -3.33 -3.23 -0.28
70 C -4.42 -3.76 0.66
71 C -5.72 -4.16 -0.04
72 C -5.61 -5.01 -1.30
73 C -6.85 -5.82 -1.64
74 C -6.66 -6.59 -2.96
75 H -3.78 -2.84 -1.20
76 H -2.53 -3.94 -0.48
77 H -2.88 -2.32 0.14
78 H -4.08 -4.61 1.26
79 H -4.67 -2.98 1.38
80 H -6.26 -3.25 -0.32
81 H -6.42 -4.61 0.68
82 H -5.27 -4.39 -2.13
83 H -4.82 -5.77 -1.16
84 H -7.02 -6.52 -0.82
85 H -7.77 -5.22 -1.71
86 H -5.60 -6.63 -3.22
87 H -6.97 -7.64 -2.94
88 H -7.22 -6.12 -3.77
89 C 2.17 2.43 10.55
90 C 2.92 1.28 9.87
91 C 2.95 1.46 8.34
92 C 1.65 1.11 7.62
93 C 1.69 1.48 6.15
94 C 0.40 1.09 5.41
95 H 1.29 2.74 9.98
96 H 2.88 3.22 10.75
97 H 1.76 2.10 11.51
98 H 3.96 1.34 10.17
99 H 2.44 0.32 10.10
100 H 3.76 0.82 7.95
101 H 3.28 2.47 8.08
102 H 1.58 0.01 7.66
103 H 0.79 1.50 8.15
104 H 1.83 2.56 6.08
105 H 2.53 0.99 5.67
106 H 0.11 0.09 5.74
107 H -0.43 1.74 5.68
108 H 0.54 1.12 4.33
109 C -3.41 7.75 2.93
110 C -2.95 6.68 1.93
111 C -3.06 5.25 2.44
112 C -2.01 4.95 3.51
113 C -0.75 4.34 2.92
114 C 0.54 4.53 3.72
115 H -2.60 8.29 3.43
116 H -4.00 7.31 3.73
117 H -3.99 8.55 2.47
118 H -3.53 6.81 1.01
119 H -1.94 6.93 1.56
120 H -2.97 4.57 1.60
121 H -4.08 5.18 2.84
122 H -1.75 5.91 3.98
123 H -2.39 4.35 4.34
124 H -0.90 3.28 2.69
125 H -0.58 4.83 1.95
126 H 1.36 4.00 3.23
127 H 0.80 5.60 3.68
128 H 0.48 4.27 4.78
129 C 5.16 -0.02 0.04
130 C 5.86 0.87 1.07
131 C 4.81 1.69 1.82
132 C 5.39 2.78 2.74
133 C 6.41 2.29 3.76
134 C 7.02 3.41 4.58
135 H 5.84 -0.62 -0.55
136 H 4.53 0.59 -0.61
137 H 4.49 -0.71 0.58
138 H 6.40 0.24 1.77
139 H 6.50 1.56 0.53
140 H 4.21 1.02 2.44
141 H 4.14 2.18 1.11
142 H 5.86 3.56 2.13
143 H 4.57 3.30 3.25
144 H 6.02 1.48 4.39
145 H 7.23 1.80 3.22
146 H 7.49 4.17 3.95
147 H 6.29 3.97 5.16
148 H 7.81 3.06 5.24

Properties
Spin multiplicity: 1
Structure (SMILES): c1ccccc1.c1ccccc1.c1ccccc1.c1ccccc1.CCCCCC.CCCCCC.CCCCCC.CCCCCC.CCCCCC
E (Eh): -2113.92197
Orbital gap (eV): 9.970
E_LUMO (eV): 0.676
Highest occupied orbital energy (Ha): -0.34156

Results of the Mulliken charge analysis, in e, for atoms 1 through 4: -0.79 -0.31 0.02 -0.35

---

5.
ORCA calculation (ωB97M-V/def2-TZVPD) on a molecular structure, C37H52BN10O2RbS3.

Element x y z (Å)
1 Rb -0.03 -0.78 -0.37
2 C 6.31 2.92 2.60
3 C 5.34 1.96 1.98
4 C 5.72 0.74 1.50
5 C 4.78 -0.16 0.92
6 C 5.20 -1.38 0.37
7 N 4.37 -2.23 -0.17
8 C 4.73 -3.48 -0.81
9 C 3.71 -3.84 -1.89
10 C 2.34 -4.09 -1.27
11 N 1.50 -4.94 -2.11
12 C 1.18 -4.78 -3.38
13 C 1.25 -3.62 -4.16
14 C 1.40 -3.79 -5.57
15 C 1.45 -2.73 -6.42
16 C 1.65 -2.88 -7.91
17 C 1.27 -1.43 -5.86
18 C 1.04 -1.19 -4.54
19 C 0.73 0.19 -4.15
20 N 0.40 0.58 -2.99
21 C 0.09 2.00 -2.83
22 C 1.33 2.81 -2.47
23 C 2.04 2.31 -1.22
24 N 1.15 2.33 -0.06
25 C 1.62 1.96 1.06
26 C 3.03 1.52 1.28
27 C 3.97 2.32 1.84
28 C 3.39 0.19 0.84
29 O 2.52 -0.61 0.39
30 C 0.98 -2.31 -3.60
31 O 0.62 -2.16 -2.42
32 H 7.26 2.44 2.83
33 H 5.92 3.34 3.53
34 H 6.52 3.76 1.93
35 H 6.76 0.43 1.55
36 H 6.26 -1.63 0.36
37 H 3.38 -1.90 -0.10
38 H 4.76 -4.28 -0.06
39 H 5.74 -3.38 -1.23
40 H 4.06 -4.75 -2.40
41 H 3.68 -3.05 -2.64
42 H 1.78 -3.17 -1.09
43 H 2.42 -4.61 -0.32
44 H 1.20 -5.80 -1.67
45 H 0.83 -5.69 -3.85
46 H 1.50 -4.79 -5.96
47 H 1.92 -3.90 -8.16
48 H 2.44 -2.23 -8.27
49 H 0.74 -2.63 -8.46
50 H 1.28 -0.58 -6.54
51 H 0.76 0.90 -4.99
52 H -0.63 2.10 -2.01
53 H -0.39 2.42 -3.73
54 H 1.03 3.85 -2.32
55 H 2.03 2.79 -3.31
56 H 2.92 2.94 -1.03
57 H 2.41 1.30 -1.38
58 H 0.93 1.96 1.90
59 H 3.67 3.31 2.19
60 C 2.15 -3.45 2.70
61 N 0.80 -3.51 3.20
62 C 0.41 -3.23 4.50
63 C -0.94 -3.32 4.51
64 N -1.37 -3.65 3.24
65 B -2.86 -3.73 2.83
66 N -3.22 -2.57 1.82
67 C -4.17 -2.77 0.85
68 C -4.41 -1.60 0.22
69 N -3.56 -0.68 0.81
70 C -3.51 0.74 0.51
71 C -2.83 -1.28 1.79
72 S -1.66 -0.47 2.72
73 C -0.29 -3.76 2.44
74 S -0.25 -4.13 0.78
75 H 2.83 -3.41 3.55
76 H 2.29 -2.56 2.08
77 H 2.36 -4.33 2.10
78 H 1.12 -2.99 5.27
79 H -1.65 -3.15 5.29
80 H -3.10 -4.76 2.26
81 H -3.51 -3.59 3.84
82 H -4.61 -3.75 0.70
83 H -5.08 -1.34 -0.58
84 H -4.24 0.95 -0.27
85 H -2.51 1.03 0.17
86 H -3.72 1.32 1.40
87 C -2.64 2.57 4.92
88 N -1.41 3.31 4.71
89 C -0.40 3.05 5.72
90 C -1.18 4.03 3.59
91 S -2.12 3.91 2.22
92 N -0.08 4.89 3.67
93 C 0.40 5.46 2.42
94 C -0.21 5.93 4.69
95 H -2.98 2.74 5.94
96 H -2.47 1.50 4.77
97 H -3.39 2.89 4.21
98 H -0.31 1.97 5.85
99 H -0.70 3.48 6.68
100 H 0.56 3.45 5.42
101 H 0.50 4.69 1.66
102 H 1.37 5.91 2.62
103 H -0.28 6.22 2.03
104 H -0.52 5.53 5.65
105 H -0.95 6.68 4.38
106 H 0.75 6.43 4.82

Properties
Spin multiplicity: 1
E (Eh): -3382.73441
Orbital gap (eV): 5.854
E_LUMO (eV): -0.514
Relative energy (zero: lowest compared OMol25 entry of this formula, charge and spin) (kcal per mole): 15.86
Highest occupied orbital energy (Ha): -0.23400

Results of the Mulliken charge analysis, in e, for atoms 1 through 4: 0.45 -1.62 0.36 -0.77